(1)
Below is a 3-piece molecular cluster, C13H29FN4O4PSi overall, with properties calculated with ωB97M-V with the def2-TZVPD basis set.

Properties
- charge = +1
- total energy (Eh) = -1763.06694
- lowest unoccupied orbital energy (eV) = -3.847
- orbital gap (eV) = 8.10

Atoms and positions in Å:
C: 0.79 -4.82 3.69
Si: 0.05 -4.08 2.08
C: -1.84 -4.17 2.30
C: 0.74 -2.33 1.91
C: 0.71 -5.20 0.65
N: 0.39 -6.53 0.71
C: 1.05 -7.05 -0.44
P: 0.89 -8.90 -0.71
N: 2.26 -9.61 -0.39
N: 1.69 -6.12 -1.11
N: 1.47 -4.97 -0.43
F: 1.98 -3.80 -0.76
H: 0.37 -4.34 4.61
H: 0.63 -5.93 3.67
H: 1.91 -4.69 3.60
H: -2.11 -3.43 3.11
H: -2.11 -5.17 2.71
H: -2.41 -3.88 1.39
H: 0.47 -1.82 0.95
H: 0.46 -1.72 2.80
H: 1.87 -2.42 1.91
H: -0.16 -6.98 1.44
H: 0.46 -9.06 -2.06
H: -0.14 -9.44 0.13
H: 2.12 -10.29 0.36
O: 1.14 0.68 2.65
C: 0.92 1.44 1.73
O: -0.15 2.24 1.78
C: -0.39 3.32 0.85
C: -1.11 2.81 -0.38
C: 1.77 1.42 0.49
H: 0.53 3.84 0.61
H: -1.03 4.03 1.37
H: -0.52 2.08 -0.92
H: -1.35 3.64 -1.05
H: -2.04 2.31 -0.09
H: 1.40 0.65 -0.19
H: 2.79 1.19 0.77
H: 1.80 2.38 -0.03
O: -0.22 5.86 -0.74
C: -0.44 6.62 -1.65
O: -1.51 7.43 -1.60
C: -1.75 8.51 -2.52
C: -2.48 8.02 -3.75
C: 0.40 6.61 -2.90
H: -0.83 9.03 -2.76
H: -2.38 9.22 -1.99
H: -1.89 7.29 -4.31
H: -2.71 8.85 -4.42
H: -3.41 7.52 -3.47
H: 0.03 5.84 -3.58
H: 1.43 6.37 -2.62
H: 0.44 7.57 -3.41

=====

(2)
Below is C13H29HgNO6S as an isolated structure, with properties calculated with ωB97M-V with the def2-TZVPD basis set.

Properties
- charge = 0
- total energy (Eh) = -1570.13140
- lowest unoccupied orbital energy (eV) = -5.979
- orbital gap (eV) = 1.63

Atoms and positions in Å:
Hg: 0.27 -0.48 -1.32
C: 7.02 0.02 -3.21
C: 5.55 -0.17 -2.85
O: 4.58 -0.09 -3.66
O: 5.30 -0.42 -1.67
H: 7.01 0.48 -4.20
H: 7.60 -0.90 -3.23
H: 7.42 0.72 -2.48
C: 0.14 5.44 3.70
C: -1.06 5.07 2.84
C: -1.81 6.23 2.21
O: -0.91 3.84 2.12
H: 0.58 4.75 4.42
H: 0.00 6.39 4.21
H: 0.91 5.83 3.05
H: -1.74 4.85 3.66
H: -1.14 6.75 1.53
H: -2.07 7.03 2.90
H: -2.65 5.93 1.60
C: -3.83 -2.28 -6.34
C: -2.77 -1.46 -5.61
C: -3.15 0.06 -5.56
O: -2.28 0.89 -4.79
C: -2.06 2.27 -5.16
N: -2.51 -1.95 -4.26
H: -4.31 -1.77 -7.17
H: -4.51 -2.55 -5.53
H: -3.42 -3.19 -6.77
H: -1.80 -1.53 -6.10
H: -4.11 0.11 -5.05
H: -3.50 0.55 -6.46
H: -1.04 2.54 -4.87
H: -2.87 2.91 -4.81
H: -2.14 2.20 -6.25
H: -3.38 -2.15 -3.79
H: -1.95 -2.79 -4.33
C: 2.22 -3.59 5.84
C: 1.37 -2.35 6.01
C: -0.07 -2.79 5.94
S: -0.08 -4.09 4.58
O: 0.28 -3.44 3.30
O: -1.27 -4.96 4.79
C: 1.39 -4.84 5.34
H: 2.72 -3.82 6.78
H: 2.99 -3.51 5.07
H: 1.65 -1.56 5.32
H: 1.58 -1.79 6.92
H: -0.79 -2.01 5.68
H: -0.26 -3.37 6.84
H: 1.91 -5.53 4.67
H: 0.98 -5.47 6.14

=====

(3)
Below is C13H29N3O6V as an isolated structure, with properties calculated with ωB97M-V with the def2-TZVPD basis set.

Properties
- charge = 0
- total energy (Eh) = -2072.48359
- energy above the lowest of the compared OMol25 structures with the same formula, charge and spin (kJ/mol) = 68.8
- lowest unoccupied orbital energy (alpha / beta) (eV) = 0.266 / 0.261
- orbital gap (alpha / beta) (eV) = 6.17 / 7.05
- 2S+1 = 4

Atoms and positions in Å:
V: -0.37 -0.75 -1.06
C: 2.12 -2.69 -3.83
C: 1.18 -2.11 -2.79
O: -0.05 -1.99 -2.98
O: 1.59 -1.74 -1.64
H: 1.66 -2.71 -4.81
H: 2.30 -3.73 -3.52
H: 3.14 -2.31 -3.85
C: -3.80 1.48 -0.02
C: -3.68 0.00 -0.42
O: -2.50 -0.35 -1.02
H: -3.45 2.14 -0.83
H: -3.23 1.71 0.88
H: -4.85 1.76 0.10
H: -4.48 -0.20 -1.14
H: -3.90 -0.60 0.49
C: -0.44 -2.86 1.54
O: -0.70 -2.36 0.46
N: -1.42 -3.39 2.28
C: -1.09 -4.10 3.51
C: -2.77 -3.61 1.75
H: 0.59 -2.97 1.90
H: -0.02 -4.27 3.60
H: -1.59 -5.06 3.56
H: -1.33 -3.51 4.39
H: -2.94 -2.91 0.94
H: -2.86 -4.64 1.44
H: -3.45 -3.40 2.58
C: 0.76 0.78 1.69
O: 0.45 0.25 0.64
N: 0.86 2.12 1.82
C: 1.42 2.62 3.06
C: 0.12 2.98 0.89
H: 1.04 0.19 2.57
H: 2.46 2.31 3.22
H: 0.83 2.25 3.91
H: 1.49 3.70 3.04
H: -0.54 3.61 1.48
H: 0.85 3.59 0.37
H: -0.53 2.39 0.24
C: 0.83 2.07 -2.46
O: 0.23 1.06 -2.19
N: 2.15 2.29 -2.23
C: 2.88 1.29 -1.45
C: 2.66 3.63 -2.28
H: 0.37 2.92 -2.98
H: 3.77 1.03 -2.04
H: 2.27 0.42 -1.25
H: 3.21 1.69 -0.49
H: 3.65 3.55 -2.77
H: 2.14 4.33 -2.93
H: 2.97 4.09 -1.34

=====

(4)
Below is C13H29N5O7Pd as an isolated structure, with properties calculated with ωB97M-V with the def2-TZVPD basis set.

Properties
- charge = 0
- total energy (Eh) = -1440.79088
- energy above the lowest of the compared OMol25 structures with the same formula, charge and spin (kJ/mol) = 133.5
- lowest unoccupied orbital energy (alpha / beta) (eV) = -0.015 / -0.465
- orbital gap (alpha / beta) (eV) = 5.32 / 7.62
- 2S+1 = 3

Atoms and positions in Å:
O: 4.06 -0.24 -0.30
H: 4.99 -0.45 -0.49
Pd: 1.29 -0.54 0.58
N: 0.07 -2.14 0.48
N: 1.35 -0.92 -1.40
N: 0.31 0.28 2.15
N: 1.77 1.43 0.44
O: -0.63 -2.58 1.46
O: -0.64 -0.37 2.85
O: 2.26 2.00 -0.67
O: 1.86 -0.12 -2.25
C: 0.70 -2.04 -1.78
C: -0.07 -2.66 -0.76
C: 0.47 1.58 2.36
C: 1.35 2.22 1.42
C: -1.12 -3.69 -0.97
H: -2.12 -3.24 -1.03
H: -1.13 -4.39 -0.12
H: -0.95 -4.25 -1.90
C: 0.73 -2.41 -3.22
H: 1.76 -2.43 -3.59
H: 0.17 -1.69 -3.83
H: 0.29 -3.40 -3.38
C: -0.30 2.32 3.40
C: 1.65 3.68 1.45
H: -0.83 1.62 4.05
H: -1.04 2.99 2.93
H: 0.38 2.94 4.00
H: 2.32 3.95 0.63
H: 2.11 3.97 2.40
H: 0.72 4.27 1.35
H: -0.66 -1.29 2.37
H: 2.24 1.22 -1.34
C: 3.56 -1.22 0.66
H: 3.31 -2.16 0.15
H: 2.79 -0.84 1.38
H: 4.41 -1.47 1.31
O: 1.72 -3.85 4.30
H: 2.10 -2.98 4.47
H: 1.06 -3.69 3.60
C: -4.19 1.78 -1.92
N: -3.08 1.07 -1.30
C: -3.38 0.00 -0.39
C: -1.77 1.36 -1.49
C: -1.38 2.45 -2.45
O: -0.94 0.70 -0.84
H: -5.12 1.31 -1.58
H: -4.14 1.73 -3.02
H: -4.20 2.85 -1.64
H: -2.97 -0.96 -0.74
H: -2.95 0.19 0.61
H: -4.47 -0.08 -0.31
H: -1.06 3.34 -1.89
H: -0.51 2.10 -3.03
H: -2.18 2.73 -3.14

=====

(5)
Below is C13H30AuIO3P2 as an isolated structure, with properties calculated with ωB97M-V with the def2-TZVPD basis set.

Properties
- charge = +2
- total energy (Eh) = -1854.52310
- energy above the lowest of the compared OMol25 structures with the same formula, charge and spin (kJ/mol) = 44.9
- lowest unoccupied orbital energy (alpha / beta) (eV) = -7.569 / -10.854
- orbital gap (alpha / beta) (eV) = 5.17 / 4.94
- 2S+1 = 3

Atoms and positions in Å:
C: 0.00 0.02 -5.89
C: 0.00 0.44 -4.47
H: 0.01 0.87 -6.61
H: -0.91 -0.58 -6.06
H: 0.90 -0.60 -6.06
O: 0.01 1.46 -3.87
I: -0.02 -1.63 -2.95
Au: 0.00 0.05 -0.92
P: 2.41 -0.03 -0.69
C: 3.20 1.26 0.31
C: 2.80 -1.59 0.17
H: 3.88 -1.66 0.34
H: 4.43 -0.16 -2.01
H: 2.47 -2.43 -0.45
H: 3.03 -0.92 -2.85
H: 2.78 1.28 1.32
H: 2.27 -1.61 1.13
C: 3.36 -0.07 -2.24
H: 4.29 1.09 0.35
H: 3.18 0.86 -2.78
H: 3.02 2.23 -0.18
P: -2.42 0.01 -0.69
C: -3.18 1.32 0.31
C: -3.36 -0.01 -2.23
H: -2.51 -2.38 -0.44
H: -3.91 -1.59 0.34
H: -2.30 -1.56 1.14
C: -2.83 -1.54 0.17
H: -3.05 -0.87 -2.84
H: -4.44 -0.08 -2.00
H: -4.27 1.17 0.35
H: -2.98 2.29 -0.18
H: -3.16 0.91 -2.78
H: -2.76 1.33 1.32
C: 0.01 0.74 1.06
O: 0.01 1.91 1.38
C: -1.23 0.72 3.77
C: 0.00 -0.07 3.38
C: 1.24 0.71 3.77
C: 0.00 -1.46 3.99
O: 0.00 -0.30 1.93
H: -1.25 0.84 4.86
H: -2.16 0.20 3.47
H: -1.17 1.71 3.31
H: 1.26 0.84 4.86
H: 2.16 0.19 3.48
H: 1.19 1.70 3.31
H: -0.90 -2.02 3.68
H: 0.88 -2.03 3.68
H: -0.01 -1.42 5.09

=====

(6)
Below is C13H30BrIO6Sb as an isolated structure, with properties calculated with ωB97M-V with the def2-TZVPD basis set.

Properties
- charge = -1
- total energy (Eh) = -4076.33894
- lowest unoccupied orbital energy (eV) = 2.325
- orbital gap (eV) = 6.92

Atoms and positions in Å:
C: 4.56 0.77 1.26
C: 4.85 -0.62 0.45
C: 4.53 -0.53 -1.18
Br: 4.79 1.27 -1.98
Sb: 2.64 -1.58 -1.76
I: 1.39 -0.99 0.68
C: 1.78 0.13 -2.82
C: 1.29 1.43 -2.00
C: -0.36 1.64 -2.18
C: -1.26 0.68 -1.21
C: -2.88 0.79 -1.46
O: -3.47 1.40 -0.24
C: -4.63 0.58 0.13
C: -4.64 -0.60 1.31
O: -5.78 0.80 -0.54
C: 0.82 -2.74 -2.28
O: -0.12 -2.93 -1.12
O: -1.29 -3.05 -1.72
H: 5.58 1.33 1.53
H: 4.11 0.46 2.32
H: 3.77 1.48 0.77
H: 6.03 -0.80 0.53
H: 4.38 -1.59 0.95
H: 5.38 -1.22 -1.67
H: 3.28 -2.99 -0.97
H: 3.40 -2.11 -3.25
H: 2.54 0.48 -3.68
H: 0.84 -0.27 -3.43
H: 1.73 2.38 -2.59
H: 1.66 1.57 -0.91
H: -0.59 2.77 -1.96
H: -0.63 1.47 -3.33
H: -0.89 -0.44 -1.35
H: -1.04 1.00 -0.09
H: -3.31 -0.30 -1.68
H: -3.17 1.45 -2.41
H: -5.53 -1.34 1.08
H: -4.86 -0.15 2.39
H: -3.62 -1.20 1.36
H: 1.20 -3.85 -2.52
H: 0.27 -2.37 -3.25
H: -2.01 -2.94 -1.01
C: -2.20 0.34 4.47
C: -2.42 1.81 4.10
O: -1.85 2.06 2.82
O: -0.80 0.05 4.46
H: -2.60 0.12 5.46
H: -2.68 -0.31 3.73
H: -1.90 2.46 4.82
H: -3.48 2.06 4.08
H: -2.40 1.60 2.16
H: -0.43 0.56 3.72

=====

(7)
Below is C13H30Cl25InN2O3P as an isolated structure, with properties calculated with ωB97M-V with the def2-TZVPD basis set.

Properties
- charge = -1
- total energy (Eh) = -12884.83263
- lowest unoccupied orbital energy (eV) = 1.368
- orbital gap (eV) = 5.61

Atoms and positions in Å:
N: -0.20 -3.76 -1.53
P: -0.67 -2.87 -2.98
O: -0.92 -4.16 -4.04
In: -2.92 -1.85 -2.35
Cl: -3.80 -0.37 -4.12
C: -4.42 -3.41 -1.76
O: -5.29 -3.93 -2.80
N: -6.23 -3.03 -3.17
O: -6.84 -3.40 -4.11
H: -0.20 -3.09 -0.76
H: -0.93 -4.43 -1.28
H: -1.85 -4.42 -4.05
H: -2.64 -0.83 -0.95
H: -5.03 -3.09 -0.91
H: -3.87 -4.29 -1.42
C: 0.46 -0.58 2.43
Cl: 1.15 0.33 1.08
Cl: -0.58 -1.91 1.89
H: 1.26 -1.00 3.02
H: -0.15 0.09 3.02
C: 1.41 -5.72 -5.92
Cl: 1.32 -7.15 -6.98
Cl: 2.31 -4.40 -6.68
H: 0.40 -5.39 -5.70
H: 1.92 -6.01 -5.01
C: 2.22 0.77 -3.64
Cl: 0.78 0.01 -4.30
Cl: 2.28 0.72 -1.86
H: 3.09 0.25 -4.02
H: 2.23 1.81 -3.95
C: -2.25 2.38 -5.82
Cl: -1.04 3.48 -5.13
Cl: -3.27 3.20 -7.02
H: -1.73 1.56 -6.31
H: -2.89 2.00 -5.03
C: 4.48 -0.16 4.41
Cl: 3.31 -1.49 4.46
Cl: 3.78 1.38 4.93
H: 5.29 -0.40 5.09
H: 4.86 -0.04 3.41
C: 6.76 1.64 0.94
Cl: 7.02 0.67 2.41
Cl: 5.37 1.14 -0.03
H: 6.64 2.67 1.25
H: 7.64 1.52 0.32
C: 0.07 -0.76 6.53
Cl: -1.31 -1.82 6.25
Cl: -0.16 0.85 5.83
H: 0.20 -0.64 7.60
H: 0.95 -1.20 6.08
C: 7.08 1.18 7.68
Cl: 7.49 1.50 5.99
Cl: 5.81 -0.04 7.87
H: 7.97 0.81 8.18
H: 6.74 2.10 8.13
C: -7.26 -0.23 -5.22
Cl: -8.47 0.78 -4.41
Cl: -7.23 0.05 -6.97
H: -6.28 0.01 -4.82
H: -7.50 -1.27 -5.04
C: -0.53 0.14 10.71
Cl: 1.08 0.59 10.16
Cl: -1.13 -1.32 9.90
H: -0.49 -0.05 11.78
H: -1.21 0.95 10.49
C: -0.17 3.98 1.77
Cl: 0.05 2.88 3.14
Cl: -1.42 3.42 0.66
H: -0.46 4.95 2.16
H: 0.77 4.04 1.24
C: -2.57 6.78 -6.13
Cl: -3.73 7.90 -5.39
Cl: -1.39 7.64 -7.14
H: -2.04 6.26 -5.34
H: -3.11 6.08 -6.75

=====

(8)
Below is C13H30F2N3O8S2V as an isolated structure, with properties calculated with ωB97M-V with the def2-TZVPD basis set.

Properties
- charge = 0
- total energy (Eh) = -3219.29265
- energy above the lowest of the compared OMol25 structures with the same formula, charge and spin (kJ/mol) = 454.0
- lowest unoccupied orbital energy (eV) = -4.614
- orbital gap (eV) = 3.23

Atoms and positions in Å:
O: 0.01 3.00 0.20
V: -1.33 2.79 0.98
O: -2.24 1.74 0.21
N: -0.99 0.70 3.98
S: -2.22 -0.39 4.57
O: -2.13 -1.04 5.86
O: -3.05 -1.07 3.61
F: -3.23 0.79 4.94
S: 0.14 0.25 4.88
O: 0.64 -1.10 4.74
O: 0.16 0.91 6.17
F: 1.29 1.10 4.08
C: 2.95 -2.75 -1.79
C: 1.87 -3.87 -2.03
C: 0.44 -3.20 -2.15
C: 0.13 -2.65 -3.61
C: 0.47 -3.70 -4.66
C: 1.91 -4.23 -4.63
N: 2.24 -4.72 -3.30
O: 3.38 -5.50 -3.06
C: 1.82 -5.51 -5.55
C: 2.89 -3.29 -5.30
C: 1.73 -4.76 -0.74
H: 2.62 -1.91 -2.40
H: 3.94 -3.01 -2.16
H: 3.04 -2.39 -0.76
H: -0.35 -3.86 -1.81
H: 0.49 -2.29 -1.55
H: 0.88 -1.88 -3.77
H: -0.90 -2.32 -3.78
H: 0.31 -3.11 -5.56
H: -0.27 -4.50 -4.71
H: 1.75 -5.16 -6.58
H: 2.73 -6.11 -5.47
H: 0.98 -6.16 -5.32
H: 3.92 -3.63 -5.32
H: 2.57 -3.03 -6.31
H: 2.93 -2.36 -4.73
H: 1.12 -5.64 -0.93
H: 1.33 -4.21 0.11
H: 2.69 -5.18 -0.44
H: 3.07 -6.34 -3.41
C: -4.21 6.74 4.04
C: -3.00 6.42 3.17
C: -1.80 5.96 4.06
O: -0.68 5.74 3.27
C: 0.17 6.91 2.86
N: -3.43 5.47 2.25
H: -4.70 5.91 4.55
H: -5.00 7.33 3.58
H: -3.71 7.39 4.75
H: -2.78 7.42 2.80
H: -2.00 5.15 4.76
H: -1.60 6.73 4.81
H: 1.02 6.47 2.35
H: 0.55 7.30 3.80
H: -0.33 7.60 2.17
H: -4.23 4.99 2.62
H: -4.02 6.03 1.65